Density functional theory data (ωB97M-V/def2-TZVPD) for a structure of composition C38H99HfN6O15.

Structure (XYZ):
```
159
Properties=species:S:1:pos:R:3:forces:R:3:mulliken_charge:R:1
Hf -3.05795 2.99376 3.56223 2.02 -3.27 -5.36 0.478
C -0.29938 0.15482 1.66434 1.01 0.41 0.01 0.153
C -1.01866 1.36799 1.08467 -0.33 -1.22 -0.38 1.326
O -1.88222 1.98493 1.98794 -2.56 2.99 4.23 0.351
H 0.51133 0.46053 2.33238 -0.11 0.17 0.09 0.253
H 0.20981 -0.33256 0.82689 -0.14 -0.24 0.02 -0.156
H -0.88369 -0.57424 2.22296 -0.43 0.14 -0.30 -0.350
H -1.63134 1.00644 0.24683 -0.03 0.06 -0.04 -0.864
H -0.28337 2.04063 0.63140 -0.08 0.32 0.38 -0.364
C -0.53910 -8.35491 -2.63825 -0.03 -0.41 0.15 -0.727
O -0.45308 -7.32437 -1.66515 0.07 0.49 -0.43 -0.286
C -1.53935 -6.45459 -1.67301 -1.29 0.48 0.36 -0.611
C -1.28979 -5.31590 -0.68906 0.96 -0.66 -0.89 -0.365
N -2.33542 -4.33870 -0.71287 -0.40 0.88 1.26 -0.139
C -2.04006 -3.24061 0.19878 -0.07 0.76 -0.19 -0.608
C -3.15745 -2.21275 0.30070 -0.85 -0.02 -0.21 0.156
O -4.33649 -2.92932 0.58838 -0.02 -0.17 0.11 -0.468
C -5.48206 -2.13972 0.80037 0.02 0.42 -0.93 -0.568
H 0.11156 -9.15499 -2.29214 -0.11 -0.06 0.01 0.250
H -0.19695 -8.07224 -3.63767 -0.01 0.43 0.09 0.293
H -1.56951 -8.70800 -2.71795 0.03 -0.14 0.03 0.332
H -2.46065 -6.95761 -1.34014 0.09 -0.31 0.13 0.412
H -1.85860 -6.02095 -2.62978 0.70 -0.17 -0.40 0.414
H -0.38156 -4.77930 -0.98774 0.09 -0.11 -0.06 0.173
H -1.02264 -5.80127 0.26218 -0.47 0.33 0.37 0.265
H -3.28104 -4.62304 -0.46616 0.05 -0.62 -0.42 0.358
H -1.15553 -2.70558 -0.15945 0.27 -0.19 0.23 0.014
H -1.87376 -3.65178 1.20379 0.28 0.11 0.10 0.832
H -3.28870 -1.62639 -0.62102 0.07 -0.29 -0.27 -0.203
H -3.02329 -1.43874 1.06664 0.57 -0.23 0.30 0.225
H -6.33980 -2.80476 0.77002 -0.02 0.03 0.54 0.357
H -5.63558 -1.43835 -0.03316 0.12 -0.08 -0.19 0.129
H -5.41171 -1.49588 1.68215 -0.05 -0.42 0.35 0.220
C -0.23506 5.59542 -1.84919 -0.13 0.72 -0.31 -0.629
O 0.52162 6.01853 -0.71854 -0.40 -1.10 -0.87 -0.470
C 0.66453 4.89437 0.12678 0.30 1.40 0.73 0.669
C 1.60080 5.37778 1.22064 0.93 -1.30 0.82 -1.077
N 1.87703 4.28584 2.18267 -0.39 1.18 -0.66 0.038
C 2.61383 4.72856 3.35031 -0.58 -2.04 0.72 -0.707
C 2.60963 3.54389 4.35093 0.88 1.32 -0.26 -0.624
O 3.29084 2.47785 3.76068 0.25 -0.60 -0.53 -0.219
C 3.51531 1.38019 4.62653 -0.78 0.78 1.01 -0.575
H -1.18192 5.17383 -1.50209 0.00 -0.25 -0.16 0.266
H 0.32678 4.91391 -2.49594 0.03 -0.39 0.34 0.225
H -0.47960 6.42600 -2.51113 0.12 0.35 0.41 0.433
H 1.07989 4.01116 -0.37557 0.14 0.09 -0.22 -0.265
H -0.30774 4.60223 0.54658 -0.04 -0.01 0.05 0.207
H 1.29064 6.25874 1.77867 -0.47 -0.01 -0.27 0.437
H 2.59983 5.59938 0.82005 -0.25 0.45 -0.54 0.345
H 2.39000 3.57533 1.67067 0.01 -0.33 0.45 0.117
H 2.09177 5.50563 3.90700 0.08 0.48 -0.57 0.429
H 3.64330 4.98162 3.07883 0.05 0.28 0.25 0.362
H 1.56682 3.33457 4.61475 0.01 -0.34 0.00 0.278
H 3.14385 3.92122 5.23122 -0.06 -0.33 0.24 0.449
H 2.53796 0.99352 4.94420 0.03 -0.43 -0.16 0.184
H 3.97338 1.73215 5.55704 0.31 -0.06 -0.08 0.456
H 4.13714 0.60769 4.18695 -0.02 0.21 -0.37 0.063
C 2.03424 -3.98498 1.32197 -0.62 0.14 -0.33 -1.407
O 2.30502 -2.66563 1.76841 0.96 -0.07 -0.39 0.289
C 2.89629 -1.84684 0.76324 -0.51 -0.67 0.33 -0.236
C 3.39022 -0.56418 1.44449 -1.43 1.14 -0.42 1.006
N 4.76473 -0.17708 1.22948 0.34 -1.36 0.21 -0.112
C 5.68711 -1.17292 1.81698 -0.13 0.38 -0.68 -0.357
C 7.13577 -0.80714 1.61383 0.45 -0.46 1.11 -0.901
O 7.48717 -0.82878 0.25932 -0.66 0.37 0.06 -0.303
C 8.87294 -0.90864 0.05659 1.44 -0.05 0.65 -0.815
H 1.12840 -3.96284 0.70384 -0.18 -0.15 0.16 0.418
H 1.88210 -4.59659 2.20802 -0.02 -0.10 -0.10 0.341
H 2.79173 -4.42867 0.67076 0.41 0.19 0.32 0.412
H 2.12171 -1.65798 0.00948 0.00 0.33 -0.05 -0.218
H 3.69705 -2.35791 0.21953 0.15 -0.16 0.25 0.551
H 3.08675 -0.57784 2.49351 0.75 -0.54 0.22 -0.817
H 2.68922 0.21791 1.12526 0.52 0.35 -0.47 -0.426
H 5.02530 -0.23147 0.24645 -0.38 0.74 -0.17 0.421
H 5.53954 -2.08572 1.22325 -0.03 -0.40 0.53 0.289
H 5.44708 -1.31523 2.86909 0.08 -0.12 -0.01 0.445
H 7.75225 -1.53801 2.15270 -0.13 -0.18 0.02 0.492
H 7.32456 0.13024 2.15387 0.16 0.36 -0.57 0.399
H 9.44726 -0.34149 0.80082 -0.37 0.71 -0.24 0.343
H 9.12487 -0.57350 -0.94430 -0.13 -0.03 0.00 0.254
H 9.32475 -1.89008 0.25730 -0.70 -0.43 -0.46 0.329
C -1.83537 3.24220 -7.63702 -0.20 0.49 -0.57 -0.955
O -1.18645 2.20030 -6.95432 0.39 -0.08 0.67 -0.110
C -0.44168 1.31396 -7.76679 -0.83 -0.90 0.06 -0.915
C 0.98561 1.17105 -7.24565 -0.58 0.50 -0.34 -0.579
N 1.06271 0.47330 -5.97609 0.79 1.31 -0.50 0.036
C 2.41323 0.19162 -5.56570 0.51 -1.06 0.93 -0.869
C 2.43328 -0.15045 -4.08820 0.95 -0.88 0.55 -0.446
O 2.10157 0.96483 -3.29279 -0.78 0.80 -0.20 -0.365
C 2.08361 0.71631 -1.90984 1.05 -1.03 -0.04 -0.140
H -2.73674 2.86841 -8.13254 0.11 0.02 -0.23 0.359
H -1.15871 3.71543 -8.35471 -0.11 -0.14 -0.20 0.468
H -2.15123 4.04676 -6.97346 0.15 -0.31 0.41 0.232
H -0.49773 1.57898 -8.82321 0.34 0.31 0.05 0.593
H -0.92605 0.33372 -7.68952 0.03 -0.07 -0.04 0.293
H 1.29714 2.22461 -7.17973 0.42 -0.04 0.35 0.298
H 1.63165 0.70541 -7.98858 -0.07 -0.28 0.10 0.616
H 0.60785 0.98761 -5.22882 -0.25 0.05 -0.16 0.124
H 3.19344 0.94529 -5.74141 -0.53 0.58 -0.18 0.364
H 2.80657 -0.67687 -6.10710 -0.20 -0.10 -0.03 0.459
H 3.43107 -0.50054 -3.79138 0.20 0.16 -0.27 0.535
H 1.81121 -1.02887 -3.86573 -0.51 0.26 -0.07 0.196
H 1.57700 -0.23493 -1.71018 -0.41 0.20 0.19 0.141
H 1.68534 1.54119 -1.32353 -0.33 0.12 -0.39 -0.200
H 3.10427 0.54781 -1.53858 0.13 0.13 -0.09 0.492
C -6.44414 0.30221 -5.35074 0.77 0.62 -1.38 -0.831
O -5.19174 0.76704 -4.83424 -0.52 -0.10 0.56 -0.261
C -5.07002 2.18073 -4.89760 0.29 -0.08 0.51 -1.164
C -3.62211 2.48314 -4.54086 -0.38 0.32 -0.36 -0.044
N -3.47357 2.60049 -3.07841 0.23 -1.12 -1.44 -0.067
C -2.06537 2.60926 -2.69980 -0.48 0.49 -1.06 -0.776
C -1.28538 1.35449 -3.06993 1.08 -0.26 2.13 1.165
O -1.92072 0.23046 -2.47815 -0.47 -0.23 0.04 0.186
C -1.29459 -0.99757 -2.76901 -0.64 -0.91 -1.22 -0.685
H -6.30967 0.32474 -6.43938 -0.30 -0.21 -0.09 0.323
H -7.25763 1.00485 -5.16588 -0.13 -0.26 0.56 0.340
H -6.63281 -0.73067 -5.07897 -0.02 0.14 0.45 0.245
H -5.70279 2.65062 -4.13563 -0.27 0.03 -0.17 0.358
H -5.34598 2.56715 -5.88188 0.06 -0.07 -0.09 0.594
H -3.27111 3.37204 -5.06458 0.12 0.06 0.17 0.380
H -3.08117 1.60039 -4.90478 0.34 0.22 -0.21 0.172
H -3.84803 1.67860 -2.85961 -0.21 0.29 0.97 0.185
H -1.99763 2.86270 -1.64023 0.20 -0.34 0.08 -0.173
H -1.59174 3.42219 -3.25674 0.03 0.13 0.18 0.383
H -0.36044 1.45729 -2.48619 0.36 0.20 -0.51 -0.481
H -0.99512 1.17936 -4.10589 -0.65 0.19 -0.19 -0.310
H -0.26760 -1.13712 -2.42571 -0.04 0.38 0.40 -0.237
H -1.29034 -1.19987 -3.84871 0.25 0.48 -0.15 0.364
H -1.93404 -1.82026 -2.44541 0.08 0.19 0.64 0.293
C 2.82543 -2.38395 5.14842 0.03 -0.59 -0.08 -0.452
O 1.46178 -2.45545 5.53895 0.01 -0.30 0.13 -0.459
C 0.56322 -2.22509 4.49453 0.27 1.75 -0.17 0.447
C -0.86461 -2.01912 4.97760 -1.34 0.12 -1.34 -0.916
N -1.19221 -0.82435 5.72444 2.11 -1.33 0.89 -0.038
C -0.58655 -0.91262 7.05571 -0.94 1.52 -0.32 -0.277
C -1.16989 0.19795 7.89714 0.68 -0.58 1.55 -0.768
O -2.52370 -0.09815 8.14678 -0.27 -0.23 -0.02 -0.316
C -3.20055 0.91386 8.86273 -0.14 1.25 -0.44 -0.719
H 3.03752 -3.16116 4.40916 -0.02 0.18 -0.27 0.172
H 3.46538 -2.61660 5.99663 -0.29 0.19 0.26 0.471
H 3.08048 -1.39858 4.75407 -0.07 0.02 -0.09 -0.026
H 0.58408 -2.93482 3.66118 -0.03 -0.61 0.44 0.111
H 0.82456 -1.28429 3.98131 0.22 0.11 0.10 -0.179
H -1.22799 -2.91287 5.50246 0.03 -0.05 0.03 0.414
H -1.42909 -1.88929 4.04719 -0.11 -0.59 -0.03 0.341
H -2.14792 -0.49945 5.69497 -0.12 -0.21 0.10 0.278
H 0.49741 -0.81266 6.96804 0.02 0.01 -0.06 0.264
H -0.76503 -1.88580 7.52541 -0.17 -0.06 -0.05 0.301
H -0.97607 1.19711 7.48782 -0.36 -0.01 -0.33 0.369
H -0.65597 0.17160 8.86675 0.16 0.19 -0.03 0.446
H -2.65418 1.39494 9.67960 0.51 -0.43 -0.05 0.320
H -4.14827 0.61204 9.30080 0.06 -0.64 -0.36 0.266
H -3.39626 1.71197 8.13338 -0.25 0.21 0.20 0.239
O -4.46192 1.25943 -0.65801 0.29 -0.06 0.40 -0.728
H -3.54552 1.02499 -0.86732 -0.02 -0.07 -0.13 0.406
H -4.99178 0.58935 -1.10549 -0.14 0.04 0.07 0.169
O -4.65467 2.10673 1.93463 0.32 0.63 1.17 -0.526
H -5.60294 1.97921 2.07716 -0.02 0.12 0.13 0.298
H -4.51323 1.92906 0.97210 0.23 -0.24 -0.21 0.439
```
Forces are in eV/Å.

The value obtained for the gap between HOMO and LUMO is 1.44 eV. Its net charge is +3. The value obtained for the LUMO energy is -13.018 eV.